This record from OMol25 describes an isolated molecule of C5H6F2O2. The level of theory is the ωB97M-V functional and the def2-TZVPD basis.

DFT total energy = -14808.6404 eV
Kohn-Sham gap = 11.13 eV
E_LUMO = 0.898 eV

```
15
Properties=species:S:1:pos:R:3:forces:R:3
C 1.4659 0.1716 -0.7471 -4.96 0.83 -2.32
C 0.0904 0.4469 -0.0968 -0.66 -2.03 -0.36
F -0.4098 1.6941 -0.0726 0.13 0.90 -0.57
C -0.2941 -0.3506 1.1606 -0.42 1.73 -1.42
C -0.9491 -0.6388 -0.1056 -2.94 1.82 0.17
F -0.7993 -1.8099 -0.6670 1.02 -1.24 -0.93
O -2.4077 -0.4167 -0.2904 0.35 0.53 0.45
C -3.7003 0.2453 -0.3408 0.89 -2.38 -1.01
O -4.0929 1.3532 -0.2770 1.01 -0.35 0.41
H 1.3705 0.0729 -1.8587 0.31 -0.01 1.09
H 1.7267 -0.6592 -0.2429 1.82 -2.86 1.10
H 1.9152 1.0192 -0.4556 2.77 2.77 0.70
H 0.4700 -0.8796 1.5619 1.94 -2.19 1.00
H -0.8115 0.2204 1.8522 -1.16 0.95 1.19
H -4.2429 -0.7206 -0.6205 -0.11 1.53 0.51
```
Positions in Å, forces in eV/Å.

These are the natural (NBO) partial charges, in e, on atoms 1 to 6:
1 C -0.6192
2 C 0.3324
3 F -0.3207
4 C -0.5112
5 C 0.6109
6 F -0.2994

This record from OMol25 describes a cluster of 2 separate species, C5H6FN3O2 in total. The level of theory is the ωB97M-V functional and the def2-TZVPD basis.

DFT total energy = -16562.5625 eV
Kohn-Sham gap = 7.94 eV
E_LUMO = 0.018 eV

```
17
Properties=species:S:1:pos:R:3:forces:R:3
C 0.2295 0.1289 -2.1160 -1.07 -0.46 0.10
C -0.7489 -1.2027 -0.3641 0.14 -0.72 1.47
C 1.3069 0.9425 -1.7120 2.51 1.71 0.71
C -0.4388 -0.6534 0.8641 0.74 1.88 -1.77
C -2.3237 2.7442 0.1200 1.08 1.56 -2.91
N -0.5351 -0.7756 -1.5670 0.41 0.13 -1.00
N 2.1118 0.8620 -0.6981 0.81 0.98 -0.46
N 0.1129 0.5458 1.0113 0.60 0.02 -0.45
O -0.8334 -1.1759 1.9914 -0.67 -0.90 2.15
O -1.9626 3.2668 -0.8447 -1.07 -1.59 2.91
F 1.5419 1.9454 -2.6530 -0.12 -0.99 0.58
H 0.0216 0.2612 -3.1470 -0.13 0.32 -0.94
H -1.3641 -2.0496 -0.1567 -0.66 -0.93 -0.91
H 2.9726 1.5332 -0.6102 -2.54 -1.37 -0.79
H 0.1258 0.6964 2.0011 0.58 0.97 0.41
H 0.9362 0.8908 0.3200 -0.98 -0.95 1.56
H -1.4362 -1.9375 1.9822 0.38 0.32 -0.66
```
Positions in Å, forces in eV/Å.

These are the natural (NBO) partial charges, in e, on atoms 1 to 6:
1 C -0.1812
2 C -0.1959
3 C 0.6172
4 C 0.5644
5 C 0.5099
6 N -0.3051

This record from OMol25 describes an isolated molecule of C5H6FNO. The level of theory is the ωB97M-V functional and the def2-TZVPD basis.

DFT total energy = -11534.2990 eV
Kohn-Sham gap = 10.32 eV
E_LUMO = 0.827 eV

```
14
Properties=species:S:1:pos:R:3:forces:R:3
O -2.1919 1.2664 0.2347 0.63 0.52 0.12
C -1.0425 0.8700 0.2199 -2.68 0.51 1.68
N -0.1297 0.9254 1.2835 0.45 -0.38 -0.28
C 0.9505 -0.1413 0.7145 -6.47 3.55 -3.14
C 0.9202 0.3673 -0.9324 2.48 -0.83 -2.17
C -0.5235 -0.0439 -0.8257 0.41 -0.31 -0.76
C -0.0878 -1.1510 0.1337 1.38 0.17 -0.79
F -1.0923 -1.7395 0.8165 0.22 -0.12 0.82
H -0.5352 1.0250 2.2976 1.28 -0.67 -2.83
H 1.6682 -0.2704 1.3912 3.24 -0.84 2.17
H 1.1657 1.3438 -1.5608 -0.45 -1.29 2.57
H 1.4422 -0.3922 -1.6897 -0.70 1.07 2.14
H -1.1218 -0.2223 -1.7583 0.37 0.24 1.27
H 0.5777 -1.8374 -0.3246 -0.16 -1.62 -0.81
```
Positions in Å, forces in eV/Å.

These are the natural (NBO) partial charges, in e, on atoms 1 to 6:
1 O -0.5768
2 C 0.6585
3 N -0.6837
4 C -0.0091
5 C -0.4069
6 C -0.3761

This record from OMol25 describes an isolated molecule of C5H6FNO. The level of theory is the ωB97M-V functional and the def2-TZVPD basis.

DFT total energy = -11533.9094 eV
Kohn-Sham gap = 10.11 eV
E_LUMO = -0.360 eV

```
14
Properties=species:S:1:pos:R:3:forces:R:3
O -2.4663 -0.5415 -0.7130 5.38 0.47 2.76
C -1.3365 -0.2629 -0.1634 -4.12 0.38 -0.40
C -0.4303 -0.9245 0.9876 0.46 1.64 -2.66
C 1.0347 -0.4194 0.3993 0.88 0.33 4.91
N 1.5352 -0.4764 -0.9568 -1.33 -3.18 -0.71
C 0.9004 0.7061 -0.5357 -3.92 -1.18 0.59
C -0.6155 1.0350 -0.5877 2.68 0.41 2.00
F -0.5787 2.0878 0.5138 -1.09 -2.02 -2.06
H -0.7119 -0.5950 2.0245 0.61 0.51 -1.17
H -0.6108 -1.9621 1.0255 0.14 -1.44 -0.33
H 1.8813 -0.3704 1.1556 -1.43 -0.12 -0.77
H 0.8537 -1.1736 -1.2599 0.33 0.19 -1.64
H 1.5318 1.4661 -0.3972 2.06 3.15 0.12
H -0.9870 1.4309 -1.4927 -0.64 0.87 -0.63
```
Positions in Å, forces in eV/Å.

These are the natural (NBO) partial charges, in e, on atoms 1 to 6:
1 O -0.4827
2 C 0.5374
3 C -0.5184
4 C -0.0749
5 N -0.5403
6 C -0.1185

This record from OMol25 describes an isolated molecule of C5H6FNO. The level of theory is the ωB97M-V functional and the def2-TZVPD basis.

DFT total energy = -11533.1068 eV
Kohn-Sham gap = 9.17 eV
E_LUMO = 0.938 eV

```
14
Properties=species:S:1:pos:R:3:forces:R:3
N 0.7600 -1.2305 -1.0667 -2.93 -2.74 -0.75
C 0.8458 -0.7718 0.2727 1.42 1.54 1.00
C 0.8721 0.7955 0.5183 0.06 -2.82 3.32
O 0.3811 1.6882 -0.4045 0.70 0.82 0.10
C -0.9261 1.3850 -0.6099 -1.49 -2.16 -1.52
C -1.3484 0.3557 0.2312 -0.42 0.51 -2.09
F -2.3308 -0.6016 -0.0022 0.33 1.86 0.21
C -0.2802 -0.0505 1.1195 1.36 -1.10 -0.23
H 0.0488 -2.1366 -0.9674 2.24 3.20 -1.30
H 0.5207 -0.5693 -1.8738 0.04 -1.27 2.11
H 1.5508 -1.5063 0.8525 -1.25 2.06 -0.69
H 1.4237 1.1762 1.3767 0.72 0.40 -0.98
H -1.1974 1.7961 -1.6640 -0.43 -0.92 2.38
H -0.3200 -0.3300 2.2176 -0.34 0.62 -1.55
```
Positions in Å, forces in eV/Å.

These are the natural (NBO) partial charges, in e, on atoms 1 to 6:
1 N -0.8522
2 C -0.0640
3 C 0.0799
4 O -0.4723
5 C 0.0416
6 C 0.3052

This record from OMol25 describes a structure of composition C5H6FNS. The level of theory is the ωB97M-V functional and the def2-TZVPD basis.

DFT total energy = -20321.1496 eV
Kohn-Sham gap = 7.80 eV
E_LUMO = -0.336 eV

```
14
Properties=species:S:1:pos:R:3:forces:R:3
C -1.7605 -1.1318 -1.0053 -7.99 1.76 -2.93
C -0.6347 -0.7211 -0.3501 3.48 1.69 2.15
C 0.2420 -1.5179 0.2446 3.55 -1.67 3.11
C 1.2862 -0.7454 0.8905 -2.26 3.83 -0.80
C 0.9188 0.6725 0.7007 0.74 -6.89 0.19
H -2.1605 -2.0989 -0.6940 0.47 -0.02 -0.29
H -1.9548 -0.9435 -2.1093 1.39 -0.90 0.77
H -2.7006 -0.3880 -0.8054 1.92 -1.44 0.51
H 0.0381 -2.4977 0.6039 0.11 -0.99 -0.55
H 1.4410 1.5483 0.7958 0.92 1.89 0.32
H -0.7397 2.7452 0.4089 -0.53 -1.65 -3.59
N -0.2127 0.5262 -0.0064 -2.39 2.55 -3.08
F 2.2703 -1.1295 1.6920 0.05 -0.61 -0.07
S -0.8236 1.7987 -1.0166 0.55 2.45 4.25
```
Positions in Å, forces in eV/Å.

These are the natural (NBO) partial charges, in e, on atoms 1 to 6:
1 C -0.6535
2 C 0.0757
3 C -0.3437
4 C 0.3650
5 C -0.1798
6 H 0.2460

This record from OMol25 describes a structure of composition C5H6FeO4. The level of theory is the ωB97M-V functional and the def2-TZVPD basis.

DFT total energy = -47848.1902 eV
Kohn-Sham gap (spin up / spin down) = 5.27 / 7.52 eV
2S+1 = 6
E_LUMO (spin up / spin down) = -6.187 / -6.390 eV
Total charge = +1

```
16
Properties=species:S:1:pos:R:3:forces:R:3
C 0.8101 0.2588 -2.8546 0.65 0.43 -0.15
H 0.6251 1.3307 -2.9865 -0.13 -0.32 0.02
H 0.9750 -0.3345 -3.7581 -0.14 0.17 0.27
C 0.8274 -0.3040 -1.6337 -0.29 0.30 1.70
H 0.9521 -1.3894 -1.5375 -0.03 0.30 0.05
H -0.0258 1.3955 -0.4778 0.34 -0.20 0.18
C 0.6415 0.5432 -0.2440 -1.41 -1.12 -1.76
C 0.0439 -0.2552 0.8511 -0.30 -0.48 -0.06
O -1.0752 0.2702 1.4246 0.57 0.38 -1.29
C -1.6283 -0.3495 2.4760 0.07 -0.95 1.49
O -1.0327 -0.9656 3.3183 -0.17 0.29 -0.67
O -2.9320 -0.1445 2.4158 -0.29 0.43 -0.12
O 1.9224 0.9539 0.0842 1.85 0.70 -0.14
H 0.2594 -1.3117 1.0147 0.00 0.36 0.16
H -3.3446 -0.4078 3.2489 0.11 -0.18 0.06
Fe 2.9816 0.7099 -1.3413 -0.82 -0.11 0.26
```
Positions in Å, forces in eV/Å.

These are the natural (NBO) partial charges, in e, on atoms 1 to 6:
1 C -0.4125
2 H 0.2284
3 H 0.2438
4 C -0.2889
5 H 0.2407
6 H 0.2116

This record from OMol25 describes a structure of composition C5H6IN. The level of theory is the ωB97M-V functional and the def2-TZVPD basis.

DFT total energy = -14867.6102 eV
Kohn-Sham gap (spin up / spin down) = 6.93 / 8.62 eV
E_LUMO (spin up / spin down) = -1.105 / 0.110 eV

```
13
Properties=species:S:1:pos:R:3:forces:R:3
C 1.5748 -1.9978 -0.1911 0.46 -1.55 -0.08
C 1.5669 -0.6490 -0.1042 -5.53 3.72 0.50
C -0.2211 0.2076 0.0064 3.94 -5.56 0.00
C -0.0861 1.5813 -0.0166 -1.25 2.41 -0.44
C -1.5134 -0.5564 0.1955 0.37 1.00 -1.43
N 1.5402 -3.1631 -0.2531 -0.06 0.52 0.02
I 2.9737 0.8180 -0.0752 0.81 -0.77 -0.02
H -0.1856 2.0557 0.9502 0.31 0.29 0.59
H -0.9718 1.9094 -0.5520 -0.33 0.58 -0.31
H 0.7699 1.9371 -0.5484 0.39 0.41 -0.13
H -2.2099 -0.2954 -0.7351 1.18 -0.51 2.08
H -1.9742 -0.2290 1.1732 0.19 -0.55 -1.07
H -1.2632 -1.6183 0.1504 -0.47 0.02 0.28
```
Positions in Å, forces in eV/Å.

These are the natural (NBO) partial charges, in e, on atoms 1 to 6:
1 C 0.1203
2 C -0.3429
3 C 0.2642
4 C -0.7721
5 C -0.7134
6 N -0.2773

Let's list ΔE to the lowest compared entry with this formula, charge and spin in order: 73.9; 20.2; 89.0; 98.0; 116.5; 70.9; 26.8; 105.3 kcal per mole.